DFT (wB97M-V/def2-TZVPD) results for a cluster of 2 separate species, C5H14 in total.

The geometry in XYZ format:
```
19
C5H14 (wB97M-V/def2-TZVPD)
C -2.416 1.070 -0.665
C -1.647 1.947 0.301
H -3.406 1.468 -0.922
H -1.911 0.963 -1.618
H -2.676 0.084 -0.286
H -0.780 1.435 0.688
H -2.170 2.470 1.101
H -1.254 2.828 -0.229
C 1.603 -0.668 0.523
C 2.684 -1.451 -0.264
C 0.188 -1.179 0.272
H 1.810 -0.675 1.596
H 1.656 0.384 0.258
H 2.317 -2.415 -0.611
H -0.553 -0.420 0.467
H 0.084 -1.404 -0.796
H 3.555 -1.590 0.376
H 3.025 -0.818 -1.079
H -0.108 -2.030 0.887
```

The SMILES is CCC.CC. Its LUMO energy is 0.0437 Ha. The HOMO energy comes out at -11.2797 eV. Its gap between HOMO and LUMO is 12.47 eV. The relative energy (zero: lowest compared OMol25 entry of this formula, charge and spin) is 0.4074 eV. Its total energy is -5411.6422 eV.